[1]
This record from the OMol25 dataset describes a structure of composition C26H58F12I2N25O13S in a non-equilibrium geometry. The level of theory is wB97M-V/def2-TZVPD.

Calculated values
Charge: +1
F_max: 3.2 eV/Å
Highest occupied orbital energy: -10.643 eV
Gap between HOMO and LUMO: 6.778 eV

Positions of all 137 atoms, in Å:
1 C 3.09339 4.24647 1.84560
2 C 1.72165 3.99662 2.41624
3 I 1.13495 5.48956 3.79554
4 C 0.96285 2.94774 2.08912
5 I -0.97633 2.73176 2.91894
6 C 1.45110 1.89133 1.10583
7 C 0.67078 0.57421 1.09278
8 N -0.29883 0.53182 -0.03967
9 C 0.37539 0.61495 -1.25379
10 N 0.00319 -0.16663 -2.21229
11 C -1.06565 -1.16968 -2.09600
12 C -2.44548 -0.55064 -2.51578
13 C -3.51029 -0.71688 -1.47157
14 F -3.96338 0.39456 -0.83963
15 C -4.06395 -1.94551 -1.18731
16 F -3.38475 -2.91340 -0.60963
17 F -5.29329 -2.29579 -1.50140
18 N 1.37677 1.56901 -1.43616
19 S 2.82505 1.01076 -2.09057
20 O 3.47655 2.13933 -2.65652
21 O 2.61296 -0.06888 -3.00619
22 C 3.99471 0.40541 -0.78167
23 F 3.41293 -0.39208 0.12747
24 F 4.41527 1.50135 -0.13215
25 C 5.26920 -0.30780 -1.37629
26 F 6.29708 0.03617 -0.59169
27 F 5.54713 0.18638 -2.59633
28 C 5.15765 -1.86654 -1.48844
29 F 3.90295 -2.26475 -1.73352
30 F 5.89464 -2.22345 -2.56060
31 C 5.76015 -2.65371 -0.27672
32 F 5.51524 -2.03640 0.88544
33 F 7.06315 -2.81053 -0.42105
34 F 5.17774 -3.85456 -0.23598
35 C 1.50492 2.53085 -0.29230
36 H 3.62992 3.32577 1.61295
37 H 3.71701 4.84821 2.49992
38 H 2.97937 4.82684 0.92486
39 H 2.47268 1.64608 1.40413
40 H 0.08338 0.42863 1.99192
41 H 1.29895 -0.30600 1.00380
42 H -0.91838 1.34797 -0.01053
43 H 0.46190 -0.09615 -3.11547
44 H -1.07228 -1.61856 -1.11106
45 H -0.80178 -1.95559 -2.80358
46 H -2.28776 0.51241 -2.70111
47 H -2.75118 -0.99707 -3.45998
48 H 2.39261 3.13089 -0.46488
49 H 0.66002 3.21594 -0.39321
50 C 8.48879 1.17742 -5.24206
51 O 9.16264 2.03382 -5.78747
52 N 8.38071 -0.09661 -5.71299
53 N 7.77926 1.44825 -4.09633
54 H 7.82601 -0.79971 -5.26374
55 H 8.89476 -0.33955 -6.55287
56 H 7.84879 2.38045 -3.73165
57 H 7.21371 0.78050 -3.61296
58 C -6.92285 -5.52791 0.08476
59 O -6.63681 -5.86620 -1.05095
60 N -7.57390 -6.33757 0.96610
61 N -6.60036 -4.28116 0.56721
62 H -7.80501 -6.05031 1.89883
63 H -7.83972 -7.26700 0.66256
64 H -6.12320 -3.66365 -0.05911
65 H -6.81908 -3.96862 1.49380
66 C -7.92375 -10.35055 0.67111
67 O -7.99067 -9.15786 0.38810
68 N -6.99276 -11.17266 0.13171
69 N -8.78162 -10.93452 1.55653
70 H -6.91748 -12.14844 0.34752
71 H -6.35435 -10.77296 -0.53183
72 H -9.48864 -10.35316 1.96656
73 H -8.74254 -11.90430 1.80692
74 C 1.36266 -2.73395 3.33909
75 O 1.31242 -1.53662 3.08557
76 N 2.44035 -3.50330 3.01172
77 N 0.34729 -3.38518 3.97093
78 H 2.50459 -4.48307 3.21365
79 H 3.20849 -3.05000 2.55349
80 H -0.45573 -2.84319 4.23037
81 H 0.36792 -4.36231 4.19322
82 C 6.60468 5.83271 -3.45627
83 O 6.26117 6.54287 -2.52770
84 N 5.75967 4.91249 -4.01896
85 N 7.85173 5.88591 -4.00940
86 H 6.01743 4.31412 -4.78168
87 H 4.83697 4.84327 -3.63477
88 H 8.49652 6.54784 -3.61992
89 H 8.15000 5.30559 -4.77245
90 C -5.54128 -8.31637 4.36221
91 O -5.45142 -8.71333 5.50814
92 N -6.54799 -8.69512 3.52077
93 N -4.63370 -7.44686 3.81125
94 H -6.63362 -8.37866 2.57024
95 H -7.23212 -9.33157 3.88426
96 H -3.87863 -7.14467 4.39643
97 H -4.69139 -7.11063 2.86841
98 C 8.46883 -1.65802 -9.04984
99 O 9.27233 -1.07016 -8.34325
100 N 8.78363 -2.81005 -9.70756
101 N 7.19470 -1.20155 -9.23592
102 H 8.14276 -3.30713 -10.29555
103 H 9.71462 -3.16460 -9.59029
104 H 6.94066 -0.35177 -8.76685
105 H 6.51838 -1.66279 -9.81333
106 C -6.84797 -11.38465 -3.86614
107 O -7.02482 -12.38155 -3.18768
108 N -6.06210 -11.39087 -4.98620
109 N -7.41793 -10.18051 -3.55867
110 H -5.90403 -10.58379 -5.55783
111 H -5.63086 -12.26030 -5.23760
112 H -7.99947 -10.14066 -2.74139
113 H -7.28479 -9.34723 -4.09880
114 C -0.96101 8.92800 4.99128
115 O 0.01222 8.22139 5.24528
116 N -2.09125 8.42841 4.40609
117 N -1.00667 10.24664 5.27914
118 H -2.89513 8.99280 4.19997
119 H -2.10261 7.45203 4.18035
120 H -0.20304 10.65718 5.71826
121 H -1.81143 10.81944 5.07887
122 C -1.93657 9.65957 8.93014
123 O -1.69006 10.80124 8.58392
124 N -2.50492 9.37085 10.14286
125 N -1.66564 8.57766 8.14064
126 H -2.71576 8.44132 10.45015
127 H -2.71458 10.14415 10.74528
128 H -1.24766 8.75941 7.24539
129 H -1.85737 7.63199 8.40812
130 C -3.02806 12.63685 3.13361
131 O -3.25192 12.10232 4.21127
132 N -3.79779 12.40298 2.03134
133 N -1.99655 13.50841 2.95517
134 H -3.63576 12.83192 1.14052
135 H -4.56842 11.77030 2.13546
136 H -1.41664 13.70280 3.75031
137 H -1.79522 13.95986 2.08366

=====

[2]
This record from the OMol25 dataset describes a structure of composition C26H58InP4Se in a non-equilibrium geometry. The level of theory is wB97M-V/def2-TZVPD.

Calculated values
Charge: +3
ΔE to the lowest compared entry with this formula, charge and spin: 24.5 kJ/mol
F_max: 3.2 eV/Å
Highest occupied orbital energy: -16.543 eV
Gap between HOMO and LUMO: 6.802 eV

Positions of all 90 atoms, in Å:
1 In 0.79424 -0.47496 -0.20023
2 P 2.42743 -2.03383 1.23028
3 P 2.16738 1.75708 0.03695
4 P -1.01187 -2.21434 -1.00920
5 H -0.68355 2.49176 -3.83215
6 C -1.67330 2.02719 -3.75706
7 C -2.54637 2.40681 -2.80586
8 H -2.30018 3.18408 -2.07325
9 C 3.74343 -2.63255 0.11051
10 C 3.36930 -1.31210 2.61989
11 C 1.74255 -3.58017 1.92610
12 C 1.46942 3.13332 -0.94065
13 C 2.48021 2.42254 1.70128
14 C 3.84670 1.56101 -0.65812
15 C -2.31384 -1.37656 -1.97442
16 C -1.91881 -3.31979 0.11915
17 C -0.24780 -3.37167 -2.19248
18 H -1.91217 1.24529 -4.48584
19 H -3.56426 2.00338 -2.76826
20 H 4.44339 -3.25295 0.68806
21 H 4.28159 -1.78624 -0.33482
22 H 3.30533 -3.22846 -0.70033
23 H 4.12588 -2.03566 2.95858
24 H 2.69141 -1.08549 3.45484
25 H 3.87256 -0.38536 2.31080
26 H 2.57429 -4.23243 2.23249
27 H 1.13795 -4.10409 1.17112
28 H 1.11327 -3.36680 2.80221
29 H 2.29939 3.72920 -1.34687
30 H 0.83664 3.77693 -0.31668
31 H 0.86394 2.74679 -1.77224
32 H 3.09778 3.32773 1.60884
33 H 3.01624 1.68326 2.31084
34 H 1.53981 2.67214 2.20952
35 H 4.33703 2.54554 -0.64384
36 H 3.79009 1.18911 -1.69229
37 H 4.43120 0.84984 -0.05806
38 H -2.74844 -2.10428 -2.67474
39 H -1.91352 -0.52704 -2.54151
40 H -3.09739 -1.00295 -1.29994
41 H -2.47204 -4.05722 -0.48083
42 H -2.62985 -2.75349 0.73617
43 H -1.22252 -3.85219 0.78127
44 H -1.04620 -3.96561 -2.65864
45 H 0.44439 -4.04230 -1.66684
46 H 0.31518 -2.82494 -2.96103
47 C 2.07327 -0.41657 -4.64247
48 C 1.50076 0.64711 -5.33778
49 C 1.64301 0.71876 -6.73934
50 C 2.38255 -0.25663 -7.42284
51 C 2.99024 -1.29871 -6.70753
52 C 2.83864 -1.37546 -5.31411
53 Se 1.98030 -0.60979 -2.57890
54 H 0.50916 0.01914 -2.23015
55 H 0.93950 1.41801 -4.80592
56 H 1.18469 1.53690 -7.30028
57 H 2.48905 -0.21338 -8.50968
58 H 3.58910 -2.05117 -7.22461
59 H 3.31433 -2.17902 -4.74705
60 C -1.26045 3.49088 1.83188
61 C -1.44891 2.46298 2.95452
62 C -2.71460 2.79997 3.74601
63 P -1.24946 0.72275 2.28083
64 C -0.86766 -0.35795 3.76653
65 C -1.40697 0.11876 5.11836
66 C -1.19835 -1.83923 3.53361
67 C -2.95625 0.20730 1.68606
68 C -4.01663 -0.02990 2.76065
69 C -3.47918 1.16671 0.60618
70 H -2.08011 3.44717 1.10235
71 H -0.31362 3.35282 1.29848
72 H -1.25497 4.49865 2.27088
73 H -0.59045 2.54033 3.64570
74 H -3.59649 2.89623 3.10076
75 H -2.93254 2.10032 4.55806
76 H -2.55933 3.78491 4.21163
77 H 0.23560 -0.26139 3.79201
78 H -2.50237 0.03036 5.18242
79 H -0.97924 -0.52329 5.90329
80 H -1.10894 1.14869 5.34621
81 H -0.91527 -2.18618 2.53075
82 H -0.64785 -2.44453 4.26901
83 H -2.26451 -2.05235 3.68369
84 H -2.74061 -0.76252 1.19588
85 H -4.27236 0.89257 3.29757
86 H -4.93131 -0.38031 2.25788
87 H -3.73559 -0.79695 3.49030
88 H -2.74250 1.35458 -0.18747
89 H -4.36663 0.71875 0.13364
90 H -3.79290 2.13114 1.03025

=====

[3]
This record from the OMol25 dataset describes a cluster of 2 separate species, C26H59BN5O2S in total. The level of theory is wB97M-V/def2-TZVPD.

Calculated values
Charge: +1
F_max: 0.8 eV/Å
Highest occupied orbital energy: -10.783 eV
Gap between HOMO and LUMO: 8.447 eV

Positions of all 94 atoms, in Å:
1 C -6.67240 1.97328 -1.89431
2 C -6.31311 1.07145 -3.07066
3 C -4.91607 1.33617 -3.63915
4 C -3.79361 0.82176 -2.72454
5 C -3.33984 -0.59977 -3.08706
6 C -2.97908 -1.44712 -1.87149
7 C -2.40554 -2.81996 -2.23613
8 C -0.91708 -2.78915 -2.62791
9 C 0.03376 -3.26950 -1.52189
10 C 0.45146 -2.14249 -0.58271
11 C 1.41220 -2.60379 0.51803
12 C 1.83359 -1.41789 1.40043
13 N 3.31801 -1.42548 1.63363
14 C 4.00605 -0.58823 0.57814
15 C 5.41852 -1.11399 0.27344
16 C 6.62166 -0.57965 1.08279
17 C 7.57729 0.34203 0.30278
18 C 3.86119 0.91689 0.85417
19 N 4.77849 1.62226 -0.00160
20 C 4.41485 2.17147 -1.08918
21 C 5.29893 3.24729 -1.65222
22 C 3.17391 1.79257 -1.86887
23 N 4.06725 1.34687 2.24179
24 S 5.35431 2.46178 2.51585
25 C 3.81653 0.43032 3.36435
26 C 2.60864 0.92867 4.15839
27 N 1.34119 0.76055 3.46488
28 C 0.19879 0.61582 4.36106
29 C 3.82793 -1.06787 3.00300
30 B 3.28503 -2.04252 4.14511
31 N 3.70501 -1.81115 5.51264
32 O 2.46821 -3.05253 3.72671
33 H -6.74545 3.01809 -2.20144
34 H -5.94510 1.90470 -1.08276
35 H -7.64709 1.69443 -1.49685
36 H -7.06730 1.19982 -3.85019
37 H -6.36465 0.02307 -2.75291
38 H -4.81041 2.41536 -3.78638
39 H -4.83501 0.87736 -4.62819
40 H -4.14022 0.84824 -1.68871
41 H -2.94148 1.49894 -2.81729
42 H -4.12592 -1.11742 -3.64508
43 H -2.47836 -0.53623 -3.76023
44 H -2.30631 -0.90338 -1.19930
45 H -3.90033 -1.60553 -1.29987
46 H -2.54552 -3.49226 -1.38461
47 H -3.00715 -3.23401 -3.04835
48 H -0.75702 -3.39218 -3.52258
49 H -0.65090 -1.76235 -2.90219
50 H -0.44834 -4.06489 -0.94648
51 H 0.93121 -3.69114 -1.98366
52 H 0.98882 -1.39883 -1.18642
53 H -0.41737 -1.64242 -0.14735
54 H 2.27891 -3.05250 0.01948
55 H 0.90592 -3.34250 1.13930
56 H 1.30919 -1.43111 2.34430
57 H 1.56405 -0.49345 0.89618
58 H 3.64641 -2.37292 1.44991
59 H 3.40504 -0.77030 -0.31570
60 H 5.59246 -0.91932 -0.78519
61 H 5.37525 -2.20695 0.35926
62 H 6.31218 -0.10317 2.01268
63 H 7.20557 -1.45214 1.38575
64 H 8.60511 -0.00833 0.38178
65 H 7.33349 0.32737 -0.76156
66 H 7.50784 1.37670 0.62905
67 H 2.83751 1.20115 0.56958
68 H 5.23979 3.29423 -2.73962
69 H 6.33719 3.06418 -1.38161
70 H 4.97417 4.20536 -1.24206
71 H 3.12542 0.71117 -1.99737
72 H 2.26570 2.10887 -1.34677
73 H 3.17073 2.25381 -2.85273
74 H 4.72283 3.12860 3.49718
75 H 4.66241 0.52979 4.05002
76 H 2.57430 0.47631 5.14951
77 H 2.80346 1.99592 4.33675
78 H 1.18622 1.54177 2.84200
79 H 0.17355 -0.39172 4.78336
80 H -0.72856 0.76022 3.80778
81 H 0.20292 1.33500 5.18922
82 H 4.89233 -1.33520 2.94929
83 H 4.59210 -2.24275 5.75165
84 H 3.03605 -2.13298 6.20524
85 H 2.14678 -3.61077 4.43644
86 C -11.81129 1.28893 -2.14643
87 C -11.12125 2.34830 -1.30927
88 O -9.92027 2.81794 -1.91591
89 H -11.14292 0.44435 -2.31757
90 H -12.71338 0.92674 -1.65173
91 H -12.09687 1.69146 -3.12111
92 H -10.82464 1.94257 -0.34252
93 H -11.79930 3.18882 -1.12799
94 H -10.14860 3.19906 -2.76921

=====

[4]
This record from the OMol25 dataset describes a structure of composition C26H59Cl2N2O3Si4 in a non-equilibrium geometry. The level of theory is wB97M-V/def2-TZVPD.

Calculated values
Charge: -1
F_max: 2.0 eV/Å
Highest occupied orbital energy: -3.608 eV
Gap between HOMO and LUMO: 5.309 eV

Positions of all 96 atoms, in Å:
1 C -0.73461 -0.62744 -0.46365
2 O -0.37614 -0.46992 0.87811
3 C -0.17938 0.86765 1.28205
4 C 1.28156 1.22184 1.64029
5 C 2.29112 0.07866 1.55267
6 C 2.92799 -0.07848 0.16127
7 C 3.56022 -1.44569 -0.11801
8 C 2.63769 -2.67204 -0.07445
9 C 2.26693 -3.28932 -1.42770
10 C 3.45886 -3.46981 -2.38977
11 C 3.55943 -2.31859 -3.39920
12 C 2.72921 -2.56607 -4.69267
13 Si 1.60393 -1.12649 -5.12783
14 C -0.01706 -1.74699 -5.85044
15 C -1.01656 -1.96577 -4.70314
16 C -2.35121 -2.59276 -5.16648
17 C -3.55243 -1.73642 -4.79902
18 N -3.72391 -0.66662 -5.80377
19 C -4.92855 0.07828 -5.55048
20 C -4.73770 1.42865 -4.92713
21 O -6.04208 -0.36747 -5.82538
22 O 2.24537 -0.03842 -6.24650
23 Si 3.67558 0.71506 -5.95662
24 C 3.54461 2.44041 -5.23227
25 Cl 5.12766 3.18083 -5.08473
26 C 2.49216 3.16518 -4.82480
27 C 2.51960 4.53254 -4.21727
28 Cl 0.88587 2.52502 -5.00154
29 H 0.14637 -0.70029 -1.10305
30 H -1.34013 0.20182 -0.83151
31 H -1.31050 -1.54124 -0.57599
32 H -0.78725 1.02032 2.17037
33 H -0.54577 1.57228 0.53641
34 H 1.28850 1.61535 2.65153
35 H 1.61240 2.02484 0.98348
36 H 1.88352 -0.84550 1.94104
37 H 3.10281 0.36432 2.22010
38 H 2.24727 0.24033 -0.62950
39 H 3.74673 0.64089 0.12974
40 H 4.32411 -1.57443 0.64817
41 H 4.09931 -1.38638 -1.05811
42 H 1.71660 -2.43586 0.45228
43 H 3.12204 -3.44261 0.51984
44 H 1.48085 -2.74097 -1.94291
45 H 1.84831 -4.27390 -1.22060
46 H 3.35699 -4.41139 -2.92256
47 H 4.37573 -3.52108 -1.80741
48 H 3.19889 -1.42234 -2.90047
49 H 4.59175 -2.12178 -3.67504
50 H 3.36846 -2.87760 -5.51184
51 H 2.04259 -3.38555 -4.47448
52 H 1.31250 -0.35072 -3.89986
53 H -0.39599 -1.01914 -6.56168
54 H 0.16571 -2.69645 -6.35010
55 H -1.24059 -0.99744 -4.27060
56 H -0.54837 -2.61152 -3.96391
57 H -2.47636 -3.54747 -4.66060
58 H -2.34008 -2.77280 -6.23691
59 H -3.37209 -1.24543 -3.84483
60 H -4.45595 -2.33632 -4.69055
61 H -3.80375 -1.09962 -6.71564
62 H -4.00372 1.99845 -5.48701
63 H -5.68847 1.94556 -4.95798
64 H -4.39895 1.33868 -3.89954
65 H 4.40054 0.83939 -7.23770
66 H 4.51298 -0.09375 -5.05089
67 H 1.66715 4.61783 -3.55206
68 H 3.40783 4.64434 -3.60932
69 H 2.46771 5.29867 -4.98205
70 C -2.10396 0.40302 10.47289
71 Si -2.34565 1.22529 8.78177
72 C -2.02953 3.07615 9.07337
73 C -4.19768 1.04703 8.39744
74 N -1.32834 0.51389 7.66024
75 Si -1.19190 0.90652 6.04203
76 C -0.61357 2.68566 5.70349
77 C -2.77993 0.64590 5.03133
78 C 0.11167 -0.20306 5.22337
79 H -2.75906 0.85188 11.23006
80 H -2.33327 -0.66308 10.41394
81 H -1.07019 0.51694 10.80620
82 H -2.57027 3.43820 9.95771
83 H -2.35647 3.68070 8.22415
84 H -0.96435 3.25380 9.23333
85 H -4.43249 0.00815 8.15812
86 H -4.49766 1.67196 7.55310
87 H -4.81282 1.34438 9.25694
88 H -1.39149 3.41615 5.93656
89 H -0.34557 2.82327 4.64610
90 H 0.26763 2.91436 6.30577
91 H -3.19502 -0.34302 5.23337
92 H -2.58363 0.71619 3.95225
93 H -3.53820 1.39510 5.27042
94 H -0.17485 -1.25287 5.31166
95 H 1.08134 -0.06872 5.70822
96 H 0.22738 0.02891 4.15640

=====

Q: charge of number 2 (C26H58InP4Se)?
A: +3

=====

Q: Among the records above, which one has the lowest F_max?
A: C26H59BN5O2S

=====

Q: Among the records above, which one has the lowest charge?
A: C26H59Cl2N2O3Si4

=====

Q: The lowest F_max belongs to which entry?
A: C26H59BN5O2S